2 unconnected molecules or ions with the total composition C8H22N2OSi, computed with the ωB97M-V functional and the def2-TZVPD basis.

As for the HOMO-LUMO gap: 8.1164 eV. The calculation puts the relative energy (zero: lowest compared OMol25 entry of this formula, charge and spin) at 4.808 eV.

Each line ends with the Löwdin charge.
Atoms and positions in Å:
C1 -1.645 -2.572 -0.230  -0.065
C2 0.415 -2.510 1.146  -0.155
C3 -1.598 -0.883 1.833  -0.055
C4 0.509 2.630 -0.913  -0.093
C5 0.073 0.832 -2.837  -0.061
C6 -1.630 1.390 -0.971  -0.132
C7 -0.763 -1.618 0.654  -0.498
C8 -0.121 1.326 -1.355  -0.573
N1 2.434 1.236 1.839  -0.220
N2 2.152 -0.151 -0.326  -0.115
O1 1.088 1.042 2.115  -0.378
Si1 0.471 -0.205 -0.203  0.902
H1 -1.722 -3.527 0.256  0.078
H2 -2.609 -2.066 -0.341  0.081
H3 -1.103 -2.578 -1.058  0.011
H4 0.969 -2.014 2.003  0.101
H5 1.130 -2.712 0.324  0.065
H6 0.207 -3.454 1.538  0.048
H7 -2.551 -0.677 1.462  0.042
H8 -1.650 -1.456 2.696  0.052
H9 -0.999 0.026 2.025  0.046
H10 1.530 2.494 -0.603  0.055
H11 0.576 3.359 -1.690  0.079
H12 -0.024 3.011 -0.123  0.049
H13 -0.216 -0.233 -2.698  0.067
H14 1.057 0.864 -3.097  0.038
H15 -0.600 1.329 -3.512  0.078
H16 -2.262 0.626 -1.431  0.073
H17 -1.890 1.417 0.122  0.082
H18 -2.038 2.382 -1.244  0.083
H19 2.965 0.951 2.730  0.114
H20 2.734 2.332 1.639  0.151
H21 2.301 0.415 0.638  -0.029
H22 2.812 -1.008 -0.388  0.079

Forces on atoms 1 to 3 (eV/Å):
-1.277 2.779 3.833
1.485 2.285 0.667
3.481 0.440 -2.670

=====

2 unconnected molecules or ions with the total composition C8H22N2PS, computed with the ωB97M-V functional and the def2-TZVPD basis.

As for the HOMO-LUMO gap: 8.8658 eV. The calculation puts the relative energy (zero: lowest compared OMol25 entry of this formula, charge and spin) at 1.238 eV. The total charge is +1.

Each line ends with the Löwdin charge.
Atoms and positions in Å:
C1 3.886 -1.816 0.453  -0.119
C2 -3.131 0.597 0.274  -0.031
C3 -2.189 -0.526 -1.882  0.003
C4 1.480 0.288 2.924  -0.310
C5 -0.074 1.758 -1.800  -0.145
C6 0.779 0.744 -1.032  -0.195
C7 -1.480 1.680 -1.149  -0.136
C8 2.967 -2.760 0.405  -0.132
N1 0.472 0.916 0.507  -0.304
N2 -1.993 0.328 -0.656  -0.217
P1 0.984 -0.487 1.354  0.624
S1 -0.964 -1.376 1.787  0.418
H1 4.625 -1.582 -0.377  0.079
H2 3.984 -1.193 1.313  0.021
H3 -0.810 -2.416 0.720  -0.073
H4 -3.594 1.560 0.025  0.105
H5 -3.928 -0.226 0.250  0.138
H6 -2.694 0.656 1.261  0.055
H7 -2.234 -1.597 -1.707  0.100
H8 -3.187 -0.303 -2.250  0.105
H9 -1.527 -0.414 -2.736  0.105
H10 2.085 1.146 2.789  0.022
H11 0.675 0.658 3.596  0.058
H12 2.159 -0.414 3.454  0.055
H13 0.063 1.623 -2.843  0.103
H14 0.257 2.808 -1.700  0.132
H15 0.477 -0.241 -1.282  0.080
H16 1.791 1.048 -1.166  0.106
H17 -1.546 2.271 -0.224  0.129
H18 -2.115 2.007 -1.925  0.117
H19 2.924 -3.438 -0.421  0.045
H20 2.237 -2.831 1.214  0.013
H21 0.924 1.701 0.869  0.049
H22 -1.302 -0.169 -0.046  0.001

Forces on atoms 1 to 3 (eV/Å):
1.303 0.260 -1.491
-1.651 -0.950 -0.525
-2.035 -0.598 -0.068

=====

A molecular structure, C8H22N8O12Zn2, computed with the ωB97M-V functional and the def2-TZVPD basis.

As for the HOMO-LUMO gap: 6.2201 eV. The calculation puts the relative energy (zero: lowest compared OMol25 entry of this formula, charge and spin) at 6.989 eV.

Each line ends with the Löwdin charge.
Atoms and positions in Å:
Zn1 1.132 1.666 -2.013  0.905
Zn2 0.679 -1.353 -3.006  1.114
C1 0.048 -0.349 -0.801  -0.838
O1 0.288 -1.553 -1.068  -0.099
O2 0.851 0.490 -0.447  -0.021
O3 -0.312 0.208 -1.850  -0.150
C2 2.043 0.647 -4.226  -0.751
O4 1.624 1.751 -3.916  -0.033
O5 1.266 -0.256 -4.600  -0.102
O6 2.281 0.116 -3.094  -0.185
C3 4.243 -1.276 0.512  -0.720
O7 5.333 -1.824 0.739  0.013
N1 3.168 -1.874 -0.007  0.157
N2 4.011 0.006 0.533  0.172
H1 3.203 -2.882 0.031  0.098
H2 2.237 -1.486 -0.060  0.056
H3 4.763 0.637 0.771  0.124
H4 3.047 0.308 0.513  0.083
C4 -4.446 -0.673 -1.818  -0.800
O8 -5.613 -0.401 -1.561  0.027
N3 -3.519 0.095 -2.232  0.179
N4 -4.115 -1.929 -1.950  0.156
H5 -2.535 -0.131 -2.233  0.073
H6 -3.681 1.087 -2.333  0.119
H7 -3.123 -2.110 -2.012  0.094
H8 -4.742 -2.691 -1.733  0.124
C5 -0.839 3.809 -1.446  -0.674
O9 0.288 3.481 -1.790  0.049
N5 -1.818 3.141 -0.840  0.196
N6 -1.258 5.013 -1.548  0.187
H9 -2.672 3.604 -0.565  0.127
H10 -1.712 2.143 -0.722  0.097
H11 -1.970 5.411 -0.951  0.136
H12 -0.564 5.600 -1.988  0.141
C6 -0.069 -3.261 2.020  -0.718
O10 -0.074 -3.419 3.272  -0.018
N7 -1.068 -2.736 1.442  0.182
N8 0.919 -3.536 1.171  0.182
H13 -1.833 -2.341 1.970  0.134
H14 -0.981 -2.489 0.466  0.081
H15 0.728 -3.080 0.290  0.061
H16 1.804 -3.865 1.529  0.125
C7 0.413 1.408 3.104  -0.242
C8 -0.189 0.185 3.747  -0.276
O11 0.719 -0.860 3.912  -0.045
O12 1.375 2.188 3.841  -0.059
H17 -0.360 1.950 2.559  0.106
H18 0.971 1.130 2.210  0.091
H19 -0.891 -0.065 2.951  0.097
H20 -0.821 0.357 4.617  0.125
H21 0.200 -1.664 3.982  0.039
H22 1.572 1.674 4.628  0.079

Forces on atoms 1 to 3 (eV/Å):
0.503 0.173 -0.757
1.494 2.355 -0.526
4.384 1.329 -5.450

=====

A molecular structure, C8H22NO5P3, computed with the ωB97M-V functional and the def2-TZVPD basis.

As for the HOMO-LUMO gap: 8.7371 eV.

Each line ends with the Löwdin charge.
Atoms and positions in Å:
C1 3.696 -1.352 2.001  -0.109
O1 3.856 -0.657 0.762  -0.203
C2 2.875 0.358 0.616  -0.241
C3 2.340 0.512 -0.837  -0.165
C4 2.197 -0.826 -1.618  -0.179
C5 1.573 -1.992 -0.807  -0.147
C6 0.070 -1.796 -0.427  -0.204
O2 -0.462 -0.520 -0.867  -0.275
P1 -2.110 -0.510 -1.000  0.435
O3 -2.477 -0.512 -2.460  -0.286
O4 -2.796 -1.775 -0.171  -0.396
P2 -4.398 -1.434 0.328  0.692
N1 -4.435 -1.356 1.922  -0.301
O5 -2.696 0.937 -0.343  -0.495
P3 -1.485 2.145 -0.545  0.859
C7 -2.256 3.777 -1.035  -0.267
C8 -0.545 2.357 1.056  -0.268
H1 4.147 -0.810 2.848  0.092
H2 2.617 -1.566 2.159  0.080
H3 4.174 -2.337 1.847  0.094
H4 3.368 1.323 0.876  0.126
H5 2.011 0.265 1.302  0.100
H6 1.373 1.050 -0.780  0.070
H7 3.019 1.164 -1.422  0.112
H8 1.699 -0.695 -2.596  0.120
H9 3.231 -1.145 -1.869  0.113
H10 1.615 -2.887 -1.463  0.115
H11 2.122 -2.263 0.106  0.088
H12 -0.027 -1.891 0.675  0.120
H13 -0.541 -2.604 -0.876  0.113
H14 -4.859 -0.231 -0.274  0.020
H15 -5.260 -2.470 -0.136  0.013
H16 -3.477 -1.513 2.231  -0.047
H17 -2.538 3.748 -2.095  0.036
H18 -3.112 4.001 -0.368  0.039
H19 -1.476 4.541 -0.871  0.041
H20 -0.027 1.402 1.268  0.013
H21 -1.190 2.607 1.926  0.044
H22 0.239 3.125 0.935  0.047

Forces on atoms 1 to 3 (eV/Å):
0.005 -0.690 -0.849
-0.807 -0.183 0.596
0.176 1.415 -0.690

=====

What did we get for highest occupied orbital energy? Answer: -7.72; -11.41; -8.75; -8.24 eV, in the order shown.
What did we get for LUMO energy? Answer: 0.40; -2.54; -2.53; 0.50 eV, in the order shown.